{"formula": "C4H7NO2", "method": "wB97M-V/def2-TZVPD", "spin_multiplicity": 1, "orbital_gap_ev": 11.14, "de_lowest_kcal_mol": 26.9, "charge": 0, "molar_mass_g_mol": 101.1, "species": ["C", "C", "O", "C", "C", "N", "O", "H", "H", "H", "H", "H", "H", "H"], "positions_angstrom": [[1.660, 0.097, 0.776], [0.176, -0.061, 1.057], [-0.547, 1.097, 0.723], [-0.925, 0.946, -0.633], [-1.001, -0.554, -0.814], [-1.543, -1.163, -1.774], [-0.364, -1.115, 0.248], [2.151, -0.878, 0.736], [2.133, 0.705, 1.553], [1.802, 0.600, -0.187], [-0.039, -0.305, 2.102], [-0.179, 1.370, -1.323], [-1.888, 1.432, -0.799], [-1.436, -2.172, -1.666]]}


{"formula": "C18H20NO7P2S5Ti", "method": "wB97M-V/def2-TZVPD", "spin_multiplicity": 3, "orbital_gap_ev": [5.69, 7.50], "de_lowest_kcal_mol": 27.9, "charge": -1, "molar_mass_g_mol": 632.5, "species": ["Ti", "N", "C", "C", "C", "C", "C", "C", "C", "C", "C", "C", "C", "C", "H", "H", "H", "H", "H", "H", "H", "H", "H", "H", "C", "C", "O", "P", "O", "O", "O", "P", "O", "O", "O", "H", "H", "H", "H", "H", "H", "H", "C", "S", "C", "C", "S", "S", "C", "S", "S", "H", "H", "H"], "positions_angstrom": [[10.184, 15.190, 4.702], [11.881, 15.305, 6.170], [13.033, 16.067, 5.882], [14.260, 15.474, 5.964], [15.444, 16.123, 5.708], [15.374, 17.383, 5.128], [14.152, 17.985, 4.923], [12.969, 17.333, 5.279], [11.711, 18.086, 5.150], [11.761, 19.478, 5.219], [10.606, 20.275, 5.182], [9.358, 19.595, 5.077], [9.399, 18.162, 4.966], [10.516, 17.366, 5.031], [12.161, 14.403, 6.570], [11.303, 15.743, 6.875], [14.292, 14.450, 6.288], [16.340, 15.572, 5.801], [16.294, 17.917, 4.834], [14.019, 18.902, 4.390], [12.773, 19.976, 5.277], [10.738, 21.351, 5.189], [8.464, 20.115, 5.092], [8.452, 17.703, 4.890], [8.007, 12.000, 5.752], [7.133, 13.186, 5.825], [5.873, 12.826, 6.282], [6.951, 14.060, 4.291], [5.784, 15.112, 4.424], [6.137, 13.026, 3.389], [8.204, 14.561, 3.656], [7.814, 14.396, 7.028], [7.022, 15.824, 6.831], [7.333, 13.869, 8.335], [9.268, 14.702, 6.640], [7.771, 11.309, 4.920], [7.943, 11.350, 6.601], [9.062, 12.224, 5.553], [5.768, 13.024, 7.205], [5.480, 15.399, 5.302], [6.717, 12.599, 2.828], [7.616, 16.422, 6.316], [12.197, 12.260, 7.699], [13.204, 11.620, 6.258], [11.933, 11.091, 5.191], [11.327, 11.745, 4.191], [11.650, 13.396, 3.552], [10.150, 10.796, 3.378], [10.154, 9.378, 4.383], [9.173, 8.085, 4.020], [11.351, 9.497, 5.681], [12.862, 12.775, 8.364], [11.655, 11.438, 8.079], [11.478, 13.001, 7.312]]}


{"formula": "C20H34N2O5", "method": "wB97M-V/def2-TZVPD", "spin_multiplicity": 1, "orbital_gap_ev": 9.65, "de_lowest_kcal_mol": 0.0, "charge": 0, "molar_mass_g_mol": 382.5, "species": ["O", "O", "O", "O", "O", "C", "C", "C", "C", "C", "C", "N", "N", "C", "C", "C", "C", "C", "C", "C", "C", "C", "C", "C", "C", "C", "C", "H", "H", "H", "H", "H", "H", "H", "H", "H", "H", "H", "H", "H", "H", "H", "H", "H", "H", "H", "H", "H", "H", "H", "H", "H", "H", "H", "H", "H", "H", "H", "H", "H", "H"], "positions_angstrom": [[-5.428, 1.170, -2.402], [3.798, -2.037, -3.261], [0.213, -0.740, 2.806], [-1.881, 2.229, -3.272], [4.646, -0.654, -1.691], [-5.375, 1.377, -1.199], [3.706, -1.496, -2.176], [0.952, -0.628, 1.835], [-2.739, 2.587, -2.473], [4.064, -1.898, 3.427], [2.813, -2.405, 3.140], [-3.456, 3.672, -2.790], [-4.272, 1.760, -0.551], [-6.618, 1.216, -0.355], [-4.393, 4.438, -1.968], [6.516, -1.644, 3.152], [-2.177, -0.105, 0.336], [-2.763, -0.593, -2.022], [5.167, -1.640, 2.438], [1.312, 0.713, 1.227], [2.303, -2.865, 1.796], [2.479, -1.846, -1.337], [1.815, 0.338, -0.167], [1.509, -1.788, 1.017], [2.399, -1.070, -0.008], [-2.189, 0.477, -1.085], [-2.906, 1.849, -1.118], [5.316, -0.601, -2.390], [4.249, -1.625, 4.463], [2.121, -2.498, 3.974], [-3.273, 4.016, -3.720], [-4.361, 1.895, 0.442], [-6.455, 0.425, 0.374], [-7.450, 0.944, -1.004], [-6.841, 2.152, 0.151], [-4.455, 5.461, -2.341], [-4.058, 4.464, -0.930], [-5.384, 3.986, -2.025], [6.706, -2.625, 3.600], [7.318, -1.425, 2.441], [6.537, -0.886, 3.942], [-1.543, -0.990, 0.360], [-3.181, -0.396, 0.642], [-1.788, 0.629, 1.041], [-3.767, -0.881, -1.713], [-2.806, -0.211, -3.042], [-2.122, -1.474, -2.012], [5.017, -0.659, 1.979], [5.169, -2.394, 1.646], [2.106, 1.179, 1.816], [0.453, 1.387, 1.183], [1.639, -3.717, 1.974], [3.130, -3.239, 1.186], [1.579, -1.669, -1.932], [2.532, -2.917, -1.129], [0.985, 0.331, -0.878], [2.566, 1.049, -0.528], [0.671, -2.271, 0.505], [3.400, -0.975, 0.421], [-1.152, 0.641, -1.370], [-2.350, 2.478, -0.425]]}


{"formula": "C8H15N3", "method": "wB97M-V/def2-TZVPD", "spin_multiplicity": 1, "orbital_gap_ev": 8.73, "de_lowest_kcal_mol": 17.1, "charge": 0, "molar_mass_g_mol": 153.2, "species": ["C", "C", "C", "C", "C", "C", "C", "C", "H", "H", "H", "H", "H", "H", "H", "H", "H", "H", "H", "H", "H", "H", "H", "N", "N", "N"], "positions_angstrom": [[-2.657, -0.866, -0.271], [-1.284, -0.307, 1.611], [-1.239, 1.124, -0.380], [-0.174, 0.510, -1.353], [1.052, -0.137, -0.687], [2.289, -1.795, 0.085], [2.112, 0.357, 0.035], [2.379, 1.805, 0.362], [-3.249, -0.467, -1.133], [-1.935, -1.638, -0.665], [-3.399, -1.335, 0.379], [-0.643, 0.506, 2.068], [-2.063, -0.650, 2.332], [-0.647, -1.151, 1.374], [-0.704, 1.765, 0.341], [-1.916, 1.688, -1.029], [-0.586, -0.270, -1.970], [0.164, 1.348, -1.993], [0.587, -2.169, -1.123], [2.569, -2.814, 0.384], [1.910, 2.501, -0.363], [1.891, 2.037, 1.332], [3.468, 1.932, 0.390], [-1.992, 0.183, 0.431], [1.203, -1.502, -0.639], [2.863, -0.651, 0.484]]}


{"formula": "C14H10Cl5LiN2O", "method": "wB97M-V/def2-TZVPD", "spin_multiplicity": 1, "orbital_gap_ev": 7.93, "de_lowest_kcal_mol": 0.1, "charge": 0, "molar_mass_g_mol": 406.5, "species": ["Li", "Cl", "C", "C", "C", "Cl", "C", "Cl", "C", "Cl", "C", "Cl", "C", "C", "O", "N", "C", "C", "C", "C", "C", "C", "N", "H", "H", "H", "H", "H", "H", "H", "H", "H", "H"], "positions_angstrom": [[-0.434, -0.336, 0.055], [-1.919, 0.190, 2.867], [-3.036, -0.378, 1.597], [-2.491, -0.596, 0.327], [-3.447, -1.038, -0.604], [-2.914, -1.381, -2.258], [-4.805, -1.270, -0.313], [-5.924, -1.837, -1.510], [-5.265, -1.026, 0.983], [-6.933, -1.260, 1.377], [-4.370, -0.561, 1.964], [-4.911, -0.229, 3.567], [0.858, 0.496, -3.683], [1.147, -0.226, -2.397], [0.297, -0.789, -1.729], [2.429, -0.217, -1.986], [2.800, -0.812, -0.717], [2.674, 0.104, 0.494], [3.827, 0.533, 1.133], [3.722, 1.402, 2.205], [2.461, 1.827, 2.596], [1.365, 1.339, 1.896], [1.459, 0.476, 0.872], [0.055, -0.038, -4.194], [1.726, 0.591, -4.332], [0.506, 1.487, -3.416], [3.125, 0.284, -2.530], [3.828, -1.144, -0.794], [2.127, -1.644, -0.588], [4.792, 0.214, 0.762], [4.609, 1.742, 2.711], [2.270, 2.500, 3.436], [0.370, 1.599, 2.212]]}